Molecular formula: C40H61N5O7S
Method: DFT, ωB97M-V/def2-TZVPD

XYZ file:
```
114
Properties=species:S:1:pos:R:3:forces:R:3
C 2.352 5.000 3.899 -0.1041 0.2817 -0.1665
C 1.783 5.230 2.688 0.2884 -0.2984 0.9872
C 0.451 5.907 2.583 0.8323 1.2097 -0.5901
C -0.661 5.116 1.904 0.0505 -0.0030 -0.1762
C -1.578 5.895 1.202 -0.0869 -0.0498 -0.0203
C -2.699 5.400 0.547 -0.0404 0.0280 0.2089
C -3.586 6.379 -0.203 0.5236 -0.5392 -0.4888
C -2.781 7.234 -1.206 -0.7802 -0.1230 0.0033
C -2.554 6.540 -2.561 0.7104 0.4925 -0.0529
C -1.090 6.589 -3.049 -0.4085 -0.5598 -0.4349
C -0.304 5.292 -2.788 0.3720 0.2852 0.2400
N 0.260 4.739 -4.031 -0.0573 -0.1757 0.3151
C -2.953 4.026 0.612 0.1137 -0.1393 0.0929
C -4.169 3.381 -0.009 -0.1014 0.2343 0.1314
C -3.987 3.035 -1.490 -0.6022 0.0525 0.1815
C -5.096 2.112 -2.065 0.6347 0.2544 0.3671
C -6.449 2.450 -1.501 -0.0515 0.2922 -0.3312
O -7.207 3.217 -2.044 -0.0384 -0.1460 0.1877
O -6.716 1.842 -0.333 -0.1336 -0.1986 -0.4055
C -8.078 1.948 0.117 -0.2348 -0.3819 0.6613
C -8.298 0.845 1.148 0.1743 -0.0467 -0.4554
C -2.027 3.232 1.295 0.2711 -0.1513 -0.0214
C -0.880 3.735 1.925 -0.1972 0.2036 0.0264
N 0.014 2.818 2.578 0.2879 0.1426 -0.1043
C 0.377 1.704 1.754 0.0526 -0.6368 -0.1851
C 1.708 1.324 1.551 0.2398 0.4284 -0.0197
N 2.761 2.069 2.156 -0.2954 -0.5014 0.1014
C 2.029 0.222 0.747 -0.1729 -0.4917 0.0064
C 3.472 -0.186 0.483 -0.1461 0.0467 0.0588
C 4.456 -0.040 1.606 0.3625 0.6128 0.0354
N 5.484 0.681 1.446 0.1142 -0.2174 -0.0719
C 0.996 -0.522 0.150 0.1784 0.0840 -0.1440
C 1.226 -1.733 -0.732 -0.8538 0.1420 -0.0916
C 0.822 -3.000 0.001 0.5112 -0.1033 -0.0281
N 1.460 -3.512 0.966 -0.1220 0.1615 -0.0013
C -0.328 -0.144 0.350 -0.0619 0.4071 0.1757
O -1.373 -0.848 -0.202 0.1799 -0.2406 -0.1285
C -1.743 -0.425 -1.524 0.1119 -0.0116 -0.1477
C -2.103 -1.647 -2.353 -0.1112 0.2373 0.2757
C -0.615 0.961 1.135 -0.3264 0.2253 0.2350
S -2.285 1.472 1.374 -0.1426 -0.0846 -0.1182
H 2.471 5.809 4.617 -1.5212 -0.3118 0.6238
H 2.662 4.023 4.256 1.6093 0.2568 -0.6830
H 2.316 4.922 1.792 -0.9265 -1.1980 -0.1761
H 0.550 6.820 1.982 -0.1583 0.0663 0.0752
H 0.131 6.209 3.580 -0.0262 -0.0527 0.0497
H -1.400 6.962 1.160 0.0146 0.0246 0.0529
H -4.164 7.004 0.477 0.0769 -0.0051 0.1263
H -4.284 5.794 -0.802 -0.3021 0.1986 0.1283
H -3.383 8.127 -1.388 0.2288 0.1824 0.0333
H -1.828 7.548 -0.786 -0.0211 0.0767 0.0722
H -3.161 7.042 -3.315 -0.1955 -0.1211 0.0491
H -2.850 5.493 -2.537 -0.1409 0.0072 0.0634
H -0.562 7.453 -2.646 -0.0478 0.0477 0.0387
H -1.108 6.714 -4.133 0.1384 0.0835 -0.0099
H 0.542 5.513 -2.133 0.0368 -0.0613 0.0004
H -0.916 4.564 -2.241 -0.1347 0.0596 -0.0128
H 0.920 4.015 -3.769 0.0755 -0.0043 -0.1672
H -0.470 4.262 -4.551 -0.0195 0.0919 -0.0814
H -4.454 2.485 0.538 0.0988 -0.0138 0.0693
H -5.012 4.066 0.116 -0.0779 -0.0545 -0.1092
H -4.037 3.960 -2.060 0.3128 0.0102 -0.0551
H -3.014 2.560 -1.621 0.0489 0.0843 -0.1762
H -4.823 1.075 -1.872 -0.2348 -0.0765 0.0203
H -5.145 2.310 -3.132 -0.0925 -0.2851 -0.0783
H -8.260 2.924 0.562 0.1522 0.1495 -0.1915
H -8.755 1.796 -0.720 0.0621 0.2839 -0.1409
H -8.579 -0.074 0.635 -0.0243 -0.0766 0.1145
H -7.372 0.642 1.684 -0.0590 0.1315 0.2035
H -9.090 1.120 1.840 0.0077 -0.0322 0.0634
H -0.384 2.495 3.455 -0.0553 -0.0115 -0.0039
H 2.413 2.458 3.019 0.0159 0.3835 -0.1343
H 3.056 2.817 1.542 0.2174 0.0421 0.1173
H 3.498 -1.234 0.184 -0.0188 -0.0270 0.0576
H 3.866 0.371 -0.371 0.0859 0.0969 0.0620
H 4.290 -0.567 2.549 -0.3450 -0.1288 -0.0806
H 6.060 0.671 2.286 0.0471 -0.0199 -0.0235
H 0.557 -1.631 -1.586 0.1330 -0.0223 -0.1154
H 2.229 -1.797 -1.141 0.0864 -0.0833 0.1618
H -0.071 -3.518 -0.347 -0.0671 0.0328 0.0176
H 2.269 -2.925 1.186 0.0266 -0.0577 0.1298
H -2.582 0.270 -1.453 -0.0065 0.0321 0.0510
H -0.906 0.118 -1.971 0.0429 -0.0188 -0.0009
H -2.086 -1.411 -3.416 -0.0120 -0.0022 -0.0238
H -1.382 -2.434 -2.141 -0.0442 -0.1114 -0.1552
H -3.100 -1.997 -2.090 0.0234 -0.1398 -0.0021
O 3.476 -6.868 -2.197 0.0956 -0.0331 0.0258
C 2.683 -7.241 -1.372 -0.2687 0.1080 -0.0752
O 2.467 -8.562 -1.241 0.1827 -0.0986 -0.0381
C 1.713 -9.118 -0.155 -0.1780 -0.1178 0.1839
C 0.227 -9.144 -0.442 0.0064 0.1631 -0.1806
C 1.879 -6.267 -0.544 0.3210 -0.2168 0.2570
H 1.954 -8.604 0.774 -0.0056 0.0102 -0.0056
H 2.085 -10.134 -0.047 0.1089 0.0297 -0.0522
H -0.177 -8.139 -0.569 -0.0097 0.0074 0.0808
H -0.307 -9.629 0.376 0.0195 -0.0128 0.0073
H 0.030 -9.692 -1.364 0.0084 -0.0585 0.0321
H 0.995 -5.971 -1.108 -0.0082 -0.0041 -0.0035
H 2.490 -5.392 -0.360 -0.0104 0.0581 -0.1649
H 1.577 -6.651 0.426 -0.1402 -0.0109 -0.0538
O 4.486 -9.317 1.749 -0.0474 0.0135 0.0872
C 5.501 -8.815 1.348 -0.0889 0.1486 -0.3087
O 6.315 -8.208 2.234 0.0208 -0.1430 0.2063
C 7.627 -7.749 1.897 0.1362 0.1518 -0.0789
C 7.605 -6.356 1.302 -0.1460 0.0142 -0.0601
C 5.839 -8.775 -0.125 0.2461 -0.2958 0.0585
H 8.132 -8.466 1.248 -0.0501 -0.0004 -0.0377
H 8.173 -7.741 2.839 -0.0833 -0.0352 0.0517
H 7.053 -6.329 0.363 0.0560 -0.0284 -0.0341
H 8.621 -6.007 1.114 0.0070 -0.0049 0.0156
H 7.117 -5.664 1.988 0.0494 -0.0029 0.0408
H 5.353 -7.911 -0.578 0.0088 -0.0071 -0.0300
H 5.442 -9.675 -0.586 -0.1706 0.0731 0.0021
H 6.904 -8.738 -0.337 -0.0104 0.1440 0.0062
```
Forces are in eV/Å.

Calculated values
SMILES   [H]/N=C\Cc1c(C/C=N/[H])c(N)c2c(c1OCC)Sc1c(CCCC(=O)OCC)c(CCCCCN)cc(CC=C)c1N2.CCOC(C)=O.CCOC(C)=O
Total charge   0
Multiplicity   1
HOMO energy   -8.237 eV

Mulliken population analysis, charges in e, atoms 1 to 99: -0.837, -0.299, -0.739, 0.261, -0.662, 0.750, -1.359, -0.945, 0.035, -1.093, 0.082, -0.747, -0.043, -2.134, 0.542, -0.573, 0.346, -0.623, -0.201, -0.282, -1.106, 0.740, -0.667, 0.340, -1.348, 0.866, -0.311, 0.551, -0.661, -0.359, -0.689, 0.186, -1.229, 0.035, -0.756, -0.352, -0.555, 0.394, -1.332, 1.146, -0.497, 0.300, 0.200, 0.442, 0.312, 0.469, 0.567, 0.498, 0.257, 0.456, 0.536, 0.454, -0.135, 0.347, 0.403, 0.303, -0.012, 0.263, 0.221, 0.941, 0.681, -0.104, 0.088, 0.175, 0.437, 0.307, 0.308, 0.300, 0.281, 0.362, 0.252, 0.167, 0.169, 0.383, 0.229, 0.412, 0.275, 0.151, 0.596, 0.466, 0.281, -0.363, 0.427, 0.366, 0.299, 0.380, -0.606, 0.690, -0.365, -0.309, -1.129, -0.811, 0.343, 0.407, 0.259, 0.371, 0.308, 0.267, 0.232